(1)
Here is a 6-piece molecular cluster, C6H24O6 overall in a non-equilibrium geometry from the OMol25 dataset. Energies are from ωB97M-V/def2-TZVPD.

Computed properties:
* E_tot: -18893.070 eV
* energy relative to the best compared isomer or geometry (same formula, charge and spin): 380.4 kJ/mol
* E_LUMO: 0.6 eV
* structure (SMILES): CO.CO.CO.CO.CO.CO
* orbital gap: 10.42 eV

Element x y z (Å)
C 1.612 15.428 2.834
O 1.631 14.637 3.985
H 2.156 14.889 2.087
H 0.661 15.610 2.427
H 2.218 16.338 2.904
H 2.161 13.864 3.764
C -3.907 16.133 2.173
O -2.637 15.529 2.139
H -3.803 17.168 1.887
H -4.637 15.613 1.519
H -4.368 16.077 3.219
H -2.531 14.776 2.712
C -2.338 9.450 5.276
O -1.226 10.072 5.960
H -2.097 9.299 4.243
H -2.443 8.570 5.861
H -3.233 10.063 5.314
H -1.062 10.971 5.663
C -0.852 18.449 3.481
O -2.039 18.202 4.268
H 0.017 18.053 3.961
H -0.975 17.921 2.538
H -0.701 19.580 3.385
H -1.992 18.659 5.107
C 1.888 12.399 6.139
O 2.160 11.817 4.900
H 1.369 13.373 5.969
H 1.267 11.783 6.840
H 2.893 12.566 6.667
H 2.593 10.999 5.080
C -0.709 12.582 3.141
O -1.048 13.495 4.141
H -1.543 11.955 2.943
H -0.405 13.073 2.235
H 0.081 11.918 3.520
H -0.233 14.009 4.250

=====

(2)
Here is a 2-piece molecular cluster, C8H13BNO2 overall in a non-equilibrium geometry from the OMol25 dataset. Energies are from ωB97M-V/def2-TZVPD.

Computed properties:
* total charge: +1
* E_tot: -14760.536 eV
* energy relative to the best compared isomer or geometry (same formula, charge and spin): 245.2 kJ/mol
* E_LUMO: -4.3 eV
* orbital gap: 7.85 eV

Element x y z (Å)
B -1.414 -1.291 0.263
C 3.594 -0.216 0.240
C 2.793 0.714 0.924
C 2.907 -1.007 -0.747
C 1.485 0.882 0.775
C 1.543 -0.883 -0.900
C 0.787 0.038 -0.113
C -2.690 1.538 -0.652
C -0.665 -0.033 -0.178
N -1.351 1.255 0.076
O -0.770 -2.507 0.252
O -2.671 -0.930 0.814
H 4.505 -0.449 0.595
H 3.353 1.408 1.515
H 3.301 -1.607 -1.431
H 0.921 1.591 1.429
H 0.998 -1.514 -1.626
H -3.140 2.419 -0.203
H -2.436 1.989 -1.678
H -3.199 0.578 -0.461
H -0.898 -0.233 -1.997
H -0.696 1.961 0.127
H -1.833 1.057 1.037
H -1.189 -3.080 0.940
H -3.234 -1.681 0.997

=====

(3)
Here is C4H10O2PtSe4 as an isolated structure in a non-equilibrium geometry from the OMol25 dataset. Energies are from ωB97M-V/def2-TZVPD.

Computed properties:
* total charge: +2
* E_tot: -273019.397 eV
* energy relative to the best compared isomer or geometry (same formula, charge and spin): 0.0 kJ/mol
* E_LUMO (spin up / spin down): -10.5 / -10.5 eV
* orbital gap (spin up / spin down): 5.75 / 5.75 eV

Element x y z (Å)
Pt -0.112 0.212 -0.293
Se -0.437 2.492 -0.566
Se -1.317 3.100 -2.570
Se -1.394 1.251 -3.791
Se -0.791 -0.436 -2.406
C -1.352 0.301 2.444
O -0.038 0.390 1.805
C 0.902 -0.646 2.258
C 0.664 -1.923 1.472
O 0.819 -1.648 0.036
C 2.211 -1.693 -0.416
H -1.196 0.256 3.520
H -1.897 -0.573 2.092
H -1.883 1.212 2.187
H 0.753 -0.800 3.326
H 1.898 -0.240 2.090
H -0.350 -2.299 1.597
H 1.373 -2.702 1.751
H 2.642 -2.631 -0.075
H 2.772 -0.843 -0.031
H 2.185 -1.672 -1.501

=====

(4)
Here is C29H46BrCrN3P2S as an isolated structure in a non-equilibrium geometry from the OMol25 dataset. Energies are from ωB97M-V/def2-TZVPD.

Computed properties:
* multiplicity: 5
* total charge: +2
* E_tot: -163150.460 eV
* energy relative to the best compared isomer or geometry (same formula, charge and spin): 184.3 kJ/mol
* E_LUMO (spin up / spin down): -6.6 / -6.5 eV
* orbital gap (spin up / spin down): 7.08 / 7.30 eV

Element x y z (Å)
C 2.732 4.585 -1.294
C 1.713 3.837 -1.926
C 1.783 3.687 -3.337
C 2.702 4.492 -4.035
N 3.590 5.261 -3.414
C 3.624 5.324 -2.088
C 0.608 3.386 -1.104
C -0.284 2.996 -0.347
C -1.376 2.505 0.458
C -1.364 1.255 1.255
C -2.629 0.552 1.423
C -3.760 1.104 0.814
C -3.818 2.481 0.605
C -2.591 3.183 0.465
Cr -1.398 -0.900 0.515
P 1.176 -0.764 -0.265
H 1.158 2.967 -3.865
H 2.797 4.593 -0.206
H 2.736 4.471 -5.126
H 4.383 5.941 -1.599
H -2.612 4.247 0.290
H -0.693 1.239 2.112
H -4.788 2.950 0.508
H -2.791 -0.408 1.983
C 1.917 -2.465 -0.148
C 3.257 -2.750 -0.816
H 1.147 -3.136 -0.559
H 1.960 -2.680 0.930
H 3.525 -3.794 -0.612
H 3.227 -2.653 -1.908
H 4.075 -2.136 -0.417
C 1.526 -0.284 -2.015
C 2.851 0.380 -2.366
H 0.687 0.372 -2.296
H 1.431 -1.207 -2.604
H 2.876 0.576 -3.444
H 2.970 1.352 -1.874
H 3.718 -0.258 -2.156
C 2.172 0.376 0.798
C 3.696 0.229 0.832
H 1.772 0.241 1.816
H 1.887 1.393 0.485
H 4.118 0.972 1.523
H 4.024 -0.747 1.211
H 4.173 0.423 -0.138
Br -5.220 -0.081 0.374
P -1.869 -1.788 -1.694
C -0.746 -2.662 -2.824
C -1.181 -3.932 -3.547
H 0.150 -2.901 -2.233
H -0.410 -1.933 -3.571
H -0.318 -4.347 -4.084
H -1.520 -4.703 -2.850
H -1.949 -3.753 -4.307
C -3.013 -2.915 -0.833
C -4.327 -3.251 -1.521
H -3.248 -2.471 0.157
H -2.466 -3.837 -0.599
H -4.891 -3.968 -0.911
H -4.969 -2.369 -1.614
H -4.190 -3.718 -2.501
C -2.689 -0.495 -2.660
C -3.132 -0.869 -4.069
H -1.957 0.326 -2.711
H -3.515 -0.087 -2.064
H -3.593 -0.002 -4.556
H -2.281 -1.156 -4.698
H -3.875 -1.672 -4.079
S -0.359 -2.095 2.284
C -0.228 -1.197 3.746
N -1.326 -0.700 4.327
C -1.237 0.087 5.550
C -0.001 0.957 5.450
C 1.235 0.071 5.298
N 0.956 -1.045 4.392
H -2.207 -1.056 3.966
H -1.146 -0.588 6.411
H -2.157 0.667 5.637
H 0.091 1.551 6.354
H -0.082 1.639 4.591
H 1.529 -0.327 6.279
H 2.075 0.651 4.893
H 1.729 -1.572 3.985